57
Properties=species:S:1:pos:R:3:forces:R:3 method="wB97M-V/def2-TZVPD" charge=+3 spin_multiplicity=1 e_above_lowest_kcal_mol=5.1 orbital_gap_ha=0.2123 max_force_ev_per_a=2.9 molar_mass_g_mol=586.513
Ir -0.215466 0.199869 -0.425998 -0.4 0.8 -2.4
C -3.514567 2.985288 -1.511581 0.5 -0.4 -0.3
C -2.844833 2.258596 -0.533758 -0.4 0.5 0.3
N -1.850841 1.565722 -1.092672 2.4 -1.6 0.1
N -1.862592 1.822346 -2.417125 0.3 0.0 -0.2
C -2.843271 2.675835 -2.697658 -0.6 0.3 0.9
B -0.955433 1.110928 -3.431010 0.2 -0.3 0.6
N -1.143736 -0.405430 -3.253283 -0.1 0.0 -0.1
C -1.551252 -1.258164 -4.187873 0.0 -0.9 0.4
C -1.549893 -2.543975 -3.645301 0.1 0.5 0.1
C -1.120454 -2.365729 -2.337078 -0.2 -0.3 -0.2
N -0.878047 -1.074300 -2.107365 0.6 2.1 1.3
N 0.521115 1.423804 -3.136406 -0.4 0.2 -0.1
C 1.396775 1.960306 -3.984180 0.9 0.0 0.5
C 2.654159 1.946074 -3.385438 -0.6 -0.2 0.1
C 2.446164 1.371282 -2.140821 0.4 0.2 0.1
N 1.152065 1.067006 -1.999993 -2.2 -0.8 1.5
H -4.364753 3.629005 -1.391131 -0.1 0.1 0.1
H -3.061969 2.235336 0.517301 0.1 -0.1 0.1
H -3.024610 3.030064 -3.693814 0.0 -0.1 -0.2
H -1.220328 1.439119 -4.524865 -0.1 0.1 -0.3
H -1.826731 -0.923353 -5.167242 0.0 0.1 -0.2
H -1.831943 -3.453617 -4.134343 0.0 -0.2 0.0
H -0.995070 -3.106858 -1.573020 0.1 -0.2 0.2
H 1.121436 2.327835 -4.952352 -0.3 0.0 -0.2
H 3.574686 2.298823 -3.797952 0.3 0.1 -0.1
H 3.173351 1.190157 -1.374625 0.0 0.0 0.1
N 0.763908 -3.548088 3.514373 0.2 -0.2 0.4
C -0.600066 -2.956749 3.463897 -0.7 0.6 -0.1
C -0.588689 -1.692214 2.589093 -0.1 0.0 0.4
N -0.102355 -1.935625 1.227347 -0.2 0.4 -0.6
C 1.220027 -2.565558 1.290943 0.3 -0.3 0.0
C 1.235408 -3.849324 2.136990 0.4 0.1 -0.8
H 0.762566 -4.405273 4.087033 0.0 0.2 -0.1
H 1.412630 -2.887870 3.967807 -0.1 -0.3 0.0
H -0.928398 -2.697409 4.472595 0.1 -0.1 0.0
H -1.284798 -3.710265 3.061326 0.2 0.0 0.1
H 0.049120 -0.929044 3.048154 -0.1 0.0 -0.1
H -1.604415 -1.296176 2.543289 0.1 0.0 0.1
H -0.749995 -2.576392 0.768210 0.0 0.1 -0.1
H 1.919933 -1.838838 1.720112 0.0 0.0 -0.1
H 1.559800 -2.809325 0.281100 0.0 0.0 0.1
H 2.249677 -4.251038 2.170263 -0.1 0.0 0.1
H 0.576732 -4.613340 1.712738 0.0 0.1 0.2
N 2.704267 0.899489 1.168209 0.3 -0.5 -0.4
C 1.723241 1.593838 1.773875 -0.3 0.2 0.4
C 2.022470 2.516310 2.798357 -0.3 -0.2 -0.1
C 0.997898 3.131358 3.473340 0.1 -0.2 -0.3
C -0.319988 2.830886 3.119123 -0.2 -0.4 -0.4
C -0.537194 1.922501 2.107255 -0.5 0.7 0.8
N 0.448132 1.311011 1.430677 0.0 -0.4 -1.6
H 3.663463 1.194401 1.276514 -0.1 -0.1 -0.1
H 2.459660 0.269502 0.413847 0.4 0.3 0.2
H 3.052424 2.706978 3.052022 0.1 0.0 0.0
H 1.202751 3.823990 4.273290 0.1 0.1 0.1
H -1.150092 3.305443 3.613495 -0.1 0.0 0.1
H -1.542081 1.650851 1.824313 -0.1 0.0 0.0